Computed, not measured: a 3-piece molecular cluster, C25H56B2N3O16P4 overall, with ωB97M-V/def2-TZVPD.

Results
- total charge = -1
- HOMO-LUMO gap (eV) = 4.498

Each atom is followed by the atoms it is bonded to, with distances in Å.
CARTESIAN COORDINATES (ANGSTROEM)
1 C -4.547 4.069 -4.385  N2 1.495, H29 1.125, H30 1.115, H31 1.126
2 N -3.059 4.062 -4.246  C1 1.495, C3 1.489, C4 1.437
3 C -2.525 4.631 -5.514  N2 1.489, H32 1.119, H33 1.116, H34 1.122
4 C -2.536 2.739 -4.046  N2 1.437, O5 1.217, C6 1.577
5 O -1.564 2.415 -4.702  C4 1.217
6 C -3.138 1.738 -2.987  C4 1.577, C7 1.560, H35 1.119, H36 1.126
7 C -2.233 0.482 -2.794  C6 1.560, O8 1.449, C24 1.591, H37 1.120
8 O -1.130 0.877 -1.941  C7 1.449, P9 1.731
9 P -0.543 -0.348 -0.868  O8 1.731, O10 1.764, C11 1.905, P15 2.215, C17 1.955, O23 1.750
10 O 0.146 -1.563 0.209  P9 1.764, H38 0.974
11 C 0.751 -0.999 -2.105  P9 1.905, B12 1.599, H39 1.131, H40 1.125
12 B 0.224 -2.101 -3.137  C11 1.599, O13 1.413, O14 1.423
13 O -0.032 -3.410 -2.671  B12 1.413, H41 0.973
14 O 0.063 -1.717 -4.498  B12 1.423, H42 0.974
15 P -1.664 0.235 0.951  P9 2.215, N16 1.603, H43 1.445, H44 1.440
16 N -2.996 1.107 0.768  P15 1.603, H45 1.020
17 C 0.685 1.070 -0.315  P9 1.955, C18 1.464, N22 1.367
18 C 0.164 2.434 -0.189  C17 1.464, C19 1.467, H46 1.105
19 C 1.097 3.490 0.219  C18 1.467, C20 1.462, H47 1.110
20 C 2.491 3.108 0.440  C19 1.462, C21 1.478, H48 1.114
21 C 2.818 1.678 0.268  C20 1.478, N22 1.356, H49 1.122
22 N 1.972 0.676 -0.078  C17 1.367, C21 1.356
23 O -1.836 -1.437 -1.320  P9 1.750, C24 1.436
24 C -2.858 -0.813 -2.114  C7 1.591, O23 1.436, C25 1.570, H50 1.135
25 C -4.336 -0.822 -1.583  C24 1.570, B26 1.608, H51 1.120, H52 1.123
26 B -4.912 -2.312 -1.766  C25 1.608, O27 1.421, O28 1.424
27 O -6.294 -2.581 -1.953  B26 1.421, H53 0.976
28 O -4.068 -3.459 -1.798  B26 1.424, H54 0.972
29 H -4.798 4.409 -5.427  C1 1.125
30 H -5.029 3.073 -4.255  C1 1.115
31 H -5.006 4.842 -3.706  C1 1.126
32 H -2.694 3.915 -6.357  C3 1.119
33 H -3.012 5.599 -5.777  C3 1.116
34 H -1.423 4.831 -5.439  C3 1.122
35 H -3.251 2.324 -2.039  C6 1.119
36 H -4.167 1.460 -3.349  C6 1.126
37 H -1.722 0.147 -3.734  C7 1.120
38 H -0.585 -2.194 0.344  O10 0.974
39 H 1.224 -0.127 -2.647  C11 1.131
40 H 1.600 -1.485 -1.548  C11 1.125
41 H 0.473 -4.062 -3.188  O13 0.973
42 H 0.163 -0.748 -4.498  O14 0.974
43 H -2.058 -0.995 1.598  P15 1.445
44 H -0.718 0.829 1.861  P15 1.440
45 H -3.081 1.294 -0.232  N16 1.020
46 H -0.883 2.749 -0.346  C18 1.105
47 H 0.755 4.537 0.359  C19 1.110
48 H 3.276 3.837 0.745  C20 1.114
49 H 3.888 1.387 0.438  C21 1.122
50 H -2.907 -1.531 -2.991  C24 1.135
51 H -4.461 -0.559 -0.502  C25 1.120
52 H -4.950 -0.162 -2.252  C25 1.123
53 H -6.318 -3.395 -2.492  O27 0.976
54 H -3.603 -3.558 -0.951  O28 0.972
55 O 6.119 6.252 2.592  P56 1.513
56 P 7.243 6.617 1.648  O55 1.513, O57 1.655, O60 1.661, O63 1.672
57 O 8.124 5.223 1.789  P56 1.655, C58 1.423
58 C 7.494 3.947 1.781  O57 1.423, C59 1.516, H66 1.091, H67 1.093
59 C 7.185 3.493 0.368  C58 1.516, H68 1.094, H69 1.091, H70 1.092
60 O 8.067 7.594 2.709  P56 1.661, C61 1.429
61 C 7.326 8.437 3.593  O60 1.429, C62 1.518, H71 1.091, H72 1.093
62 C 7.314 7.848 4.991  C61 1.518, H73 1.091, H74 1.092, H75 1.093
63 O 8.261 7.184 0.447  P56 1.672, C64 1.430
64 C 9.667 6.926 0.464  O63 1.430, C65 1.523, H76 1.088, H77 1.092
65 C 10.011 5.921 -0.628  C64 1.523, H78 1.087, H79 1.092, H80 1.093
66 H 6.591 3.938 2.393  C58 1.091
67 H 8.192 3.245 2.244  C58 1.093
68 H 6.605 4.246 -0.173  C59 1.094
69 H 6.624 2.557 0.379  C59 1.091
70 H 8.111 3.331 -0.187  C59 1.092
71 H 6.311 8.595 3.223  C61 1.091
72 H 7.818 9.413 3.610  C61 1.093
73 H 7.041 6.792 4.982  C62 1.091
74 H 6.614 8.384 5.635  C62 1.092
75 H 8.310 7.907 5.436  C62 1.093
76 H 10.008 6.585 1.439  C64 1.088
77 H 10.172 7.874 0.265  C64 1.092
78 H 9.155 5.306 -0.895  C65 1.087
79 H 10.833 5.274 -0.319  C65 1.092
80 H 10.324 6.439 -1.539  C65 1.093
81 O -3.768 -5.734 2.412  P82 1.512
82 P -3.773 -7.241 2.278  O81 1.512, O83 1.656, O86 1.660, O89 1.673
83 O -5.382 -7.434 1.937  P82 1.656, C84 1.422
84 C -6.048 -6.573 1.021  O83 1.422, C85 1.516, H92 1.091, H93 1.093
85 C -5.792 -6.989 -0.413  C84 1.516, H94 1.093, H95 1.091, H96 1.092
86 O -3.775 -7.572 3.904  P82 1.660, C87 1.430
87 C -2.998 -6.751 4.780  O86 1.430, C88 1.518, H97 1.091, H98 1.093
88 C -3.900 -5.785 5.527  C87 1.518, H99 1.091, H100 1.092, H101 1.093
89 O -3.485 -8.869 2.018  P82 1.673, C90 1.429
90 C -4.436 -9.872 2.380  O89 1.429, C91 1.524, H102 1.088, H103 1.092
91 C -5.064 -10.453 1.120  C90 1.524, H104 1.087, H105 1.092, H106 1.093
92 H -5.770 -5.529 1.174  C84 1.091
93 H -7.117 -6.646 1.236  C84 1.093
94 H -4.720 -7.065 -0.616  C85 1.093
95 H -6.232 -6.270 -1.107  C85 1.091
96 H -6.235 -7.966 -0.614  C85 1.092
97 H -2.222 -6.219 4.228  C87 1.091
98 H -2.495 -7.409 5.492  C87 1.093
99 H -4.585 -5.268 4.854  C88 1.091
100 H -3.311 -5.040 6.066  C88 1.092
101 H -4.520 -6.325 6.247  C88 1.093
102 H -5.194 -9.489 3.061  C90 1.088
103 H -3.894 -10.654 2.916  C90 1.092
104 H -5.012 -9.758 0.285  C91 1.087
105 H -6.108 -10.725 1.292  C91 1.092
106 H -4.535 -11.358 0.811  C91 1.093

Löwdin atomic charge list, values in e, 99 entries:
1. C -0.0858
2. N -0.1367
3. C -0.1121
4. C -0.4027
5. O 0.0629
6. C -0.0252
7. C -0.2582
8. O -0.3028
9. P 0.4802
10. O -0.3273
11. C -0.1356
12. B -0.6349
13. O 0.1019
14. O 0.0923
15. P 0.6634
16. N -0.3655
17. C -0.3283
18. C -0.0815
19. C -0.0745
20. C -0.0845
21. C -0.1615
22. N 0.0587
23. O -0.2647
24. C -0.3047
25. C -0.0249
26. B -0.5448
27. O 0.1004
28. O 0.0997
29. H 0.0779
30. H 0.0779
31. H 0.0913
32. H 0.0961
33. H 0.0842
34. H 0.0937
35. H 0.1329
36. H 0.1037
37. H 0.1341
38. H 0.0233
39. H 0.0864
40. H 0.0814
41. H 0.0946
42. H 0.0809
43. H -0.0277
44. H -0.0108
45. H -0.1027
46. H 0.0851
47. H 0.0871
48. H 0.0731
49. H 0.0826
50. H 0.1441
51. H 0.1037
52. H 0.1050
53. H 0.0920
54. H 0.1077
55. O -0.2142
56. P 0.6982
57. O -0.2392
58. C -0.2843
59. C -0.0739
60. O -0.2356
61. C -0.2996
62. C -0.0796
63. O -0.2517
64. C -0.2755
65. C -0.0652
66. H 0.1051
67. H 0.1197
68. H 0.0774
69. H 0.0750
70. H 0.0673
71. H 0.1018
72. H 0.1127
73. H 0.0730
74. H 0.0753
75. H 0.0726
76. H 0.1068
77. H 0.1204
78. H 0.0588
79. H 0.0788
80. H 0.0714
81. O -0.2101
82. P 0.7011
83. O -0.2391
84. C -0.2839
85. C -0.0739
86. O -0.2358
87. C -0.2968
88. C -0.0786
89. O -0.2514
90. C -0.2770
91. C -0.0666
92. H 0.1053
93. H 0.1195
94. H 0.0790
95. H 0.0745
96. H 0.0661
97. H 0.1038
98. H 0.1125
99. H 0.0733